Computed, not measured: a molecular structure, C17H22I2N3OZr, with ωB97M-V/def2-TZVPD.

For the gap between HOMO and LUMO, the calculation gives 6.56 eV. The net charge is +3.

The geometry in XYZ format:
```
46
Properties=species:S:1:pos:R:3:forces:R:3
Zr 0.79188 0.32024 -0.29765 0.688 0.370 -0.106
C -1.87005 3.01984 -0.62195 0.010 -0.037 0.044
C -1.42988 1.71545 -0.01536 -0.103 0.031 -0.083
C -0.78789 1.72239 1.24193 0.028 0.070 0.086
C -0.57474 3.02156 1.96646 -0.032 -0.068 -0.048
C -0.43491 0.48218 1.85527 -0.110 0.045 0.240
C 0.41934 0.45267 3.09789 -0.032 0.010 0.041
C -0.95509 -0.73020 1.34151 0.034 -0.158 -0.032
C -0.81450 -1.99656 2.12820 -0.042 0.068 -0.017
C -1.54482 -0.74809 0.04563 0.002 -0.043 -0.006
C -1.94502 -2.07643 -0.53842 0.006 0.020 0.043
C -1.75277 0.47347 -0.64970 -0.015 0.113 -0.108
C -2.40102 0.51273 -2.01026 0.036 0.048 0.052
H -2.76344 3.35230 -0.08154 -0.022 0.005 -0.040
H -2.13037 2.94616 -1.67129 -0.002 0.009 -0.013
H -1.14127 3.81998 -0.49490 0.007 -0.011 0.016
H -0.14598 3.80317 1.34329 -0.003 0.007 0.000
H 0.02583 2.92229 2.86250 -0.013 -0.004 0.016
H -1.56546 3.37494 2.27316 0.015 0.032 0.017
H -0.21358 0.56837 3.98435 0.012 -0.004 0.003
H 1.14493 1.26447 3.12631 0.005 -0.002 -0.027
H 0.95220 -0.49005 3.20185 -0.007 -0.008 -0.012
H 0.11838 -2.51543 1.88617 0.001 -0.018 0.002
H -1.63869 -2.67361 1.91839 -0.015 -0.004 0.019
H -0.81086 -1.79138 3.19563 -0.020 -0.011 0.008
H -2.93544 -2.35036 -0.16120 -0.005 -0.005 -0.008
H -1.26422 -2.87041 -0.23466 0.005 -0.003 0.005
H -2.01953 -2.07222 -1.62151 -0.021 -0.006 0.007
H -3.37423 1.00244 -1.91891 -0.024 -0.036 -0.017
H -2.57076 -0.46682 -2.43845 -0.032 0.010 -0.001
H -1.82576 1.10783 -2.72302 -0.006 -0.007 -0.001
I 3.90417 0.56123 -0.48478 -0.170 -0.323 0.172
C 3.78023 2.54144 -1.17641 0.084 0.221 -0.087
I 1.74019 3.11064 -1.14642 -0.400 -0.040 -0.092
H 4.12737 2.60009 -2.20266 0.073 0.038 0.021
H 4.31224 3.19956 -0.49681 0.064 0.011 -0.058
N 0.95318 -1.25426 -1.99601 -0.094 0.244 -0.005
C 1.57299 -2.09066 -0.97745 -0.006 0.040 0.423
O 1.49218 -1.43636 0.20844 0.134 -0.515 -0.230
C 2.11343 -3.29970 -1.17293 -0.111 0.258 -0.173
C 2.06533 -3.77524 -2.52522 0.140 -0.040 0.049
N 1.95886 -3.94805 -3.65599 -0.037 -0.049 0.017
C 2.67131 -4.00578 -0.06396 -0.098 -0.182 -0.054
N 3.04779 -4.53903 0.88009 0.061 0.068 0.012
H 1.59007 -1.06480 -2.77557 -0.020 -0.094 -0.044
H 0.12838 -1.69999 -2.40402 0.037 -0.049 -0.033
```
Positions in Å, forces in eV/Å.